A 8-piece molecular cluster, C28H57ClO33S8 overall. Source: the OMol25 dataset; level of theory: the ωB97M-V functional and the def2-TZVPD basis.

Each line ends with the Löwdin charge.
Geometry (Å):
C 2.9158 -7.5050 3.2736  -0.07
C 1.8920 -8.0644 2.3380  -0.20
C 0.7825 -7.1207 2.0142  -0.23
O 0.7524 -6.0514 2.8710  -0.09
C 0.1147 -4.9609 2.2950  -0.31
C -0.6473 -4.2283 3.3269  -0.09
C -1.9348 -3.7328 2.7006  -0.14
C -3.0716 -4.3075 3.4682  -0.27
O -4.3211 -3.9246 3.0802  -0.10
C -4.7413 -4.6690 2.0172  -0.12
C 1.2052 -4.1642 1.6413  -0.33
C 2.2051 -3.6769 2.6200  -0.13
C 3.4767 -3.4188 1.9085  -0.19
C 4.5518 -2.8523 2.7796  -0.20
C 5.6394 -2.2987 1.9153  -0.24
S 6.1608 -3.4594 0.6705  0.29
O 5.3264 -3.4269 -0.4356  -0.30
O 6.3362 -4.7153 1.2380  -0.30
Cl 8.0120 -2.8125 0.0545  0.36
O 0.7690 -3.2129 0.7505  -0.05
C 0.4890 -2.0256 1.3874  -0.10
H 2.4893 -7.2978 4.1973  0.07
H 3.3674 -6.6679 2.8412  0.06
H 3.6549 -8.2271 3.3958  0.06
H 2.3896 -8.3149 1.4580  0.09
H 1.5212 -8.9620 2.7232  0.09
H 0.8603 -6.8445 1.0069  0.11
H -0.1278 -7.6368 2.1239  0.12
H -0.4889 -5.3487 1.5341  0.14
H -0.9438 -4.9132 4.0648  0.11
H -0.1201 -3.4486 3.7677  0.10
H -1.9969 -4.0273 1.7033  0.10
H -2.0209 -2.6917 2.6793  0.11
H -2.9470 -4.0108 4.4571  0.12
H -2.9741 -5.3599 3.4703  0.12
H -5.7740 -4.6088 1.9146  0.08
H -4.5062 -5.6882 2.1247  0.09
H -4.3339 -4.3107 1.1023  0.04
H 1.7118 -4.8706 1.0640  0.14
H 2.3824 -4.4823 3.2590  0.12
H 1.8784 -2.8894 3.2279  0.11
H 3.8223 -4.3447 1.5761  0.09
H 3.3766 -2.8375 1.0446  0.11
H 4.9439 -3.5389 3.4177  0.07
H 4.1643 -2.0702 3.3576  0.12
H 6.4807 -2.0698 2.4841  0.06
H 5.2676 -1.4600 1.4158  0.10
H -0.3707 -1.6237 0.9539  0.08
H 0.2950 -2.1094 2.4119  0.07
H 1.2348 -1.2979 1.2621  0.09
O -2.9271 0.4467 1.7762  -0.22
S -1.8584 1.3433 1.9830  0.56
O -1.0602 1.3035 3.1431  -0.22
O -2.4041 2.8315 1.7760  -0.18
C -1.6516 3.4912 0.7428  -0.15
C -1.2056 2.3814 -0.1703  -0.16
O -0.8913 1.2882 0.7153  -0.20
H -0.8011 3.9934 1.2074  0.13
H -2.2652 4.2228 0.2325  0.13
H -0.3416 2.6541 -0.7623  0.13
H -2.0059 2.0665 -0.8260  0.13
O -4.6698 -2.3724 -4.4231  -0.21
S -4.6698 -1.7249 -3.1741  0.58
O -4.2653 -0.3869 -3.0374  -0.21
O -3.8634 -2.6362 -2.1332  -0.17
C -4.7102 -2.9689 -1.0209  -0.17
C -6.1082 -2.9635 -1.5873  -0.16
O -6.1191 -1.8728 -2.5150  -0.18
H -4.5885 -2.2003 -0.2546  0.14
H -4.4414 -3.9254 -0.6185  0.10
H -6.8641 -2.8235 -0.8250  0.14
H -6.3161 -3.8806 -2.1407  0.14
O -1.3977 4.2802 -3.0634  -0.24
S -2.5340 5.0625 -3.3927  0.57
O -2.8409 6.2648 -2.7291  -0.21
O -3.8131 4.1123 -3.3595  -0.18
C -4.4658 4.1225 -4.6450  -0.15
C -3.3624 4.3897 -5.6301  -0.14
O -2.5135 5.3401 -4.9635  -0.18
H -5.1995 4.9198 -4.6513  0.09
H -4.9592 3.1750 -4.8254  0.14
H -3.7292 4.7935 -6.5648  0.14
H -2.7771 3.4905 -5.8276  0.14
O 0.5301 6.2775 -7.5419  -0.22
S 1.6093 6.6926 -6.7363  0.58
O 2.3309 7.8691 -7.0110  -0.21
O 2.6320 5.4679 -6.6090  -0.18
C 2.8244 5.1313 -5.2226  -0.16
C 1.5311 5.5179 -4.5550  -0.17
O 1.1322 6.7350 -5.2126  -0.17
H 3.6562 5.7133 -4.8424  0.11
H 3.0451 4.0760 -5.1148  0.14
H 1.6388 5.6739 -3.5130  0.09
H 0.7561 4.7681 -4.7291  0.12
O -7.9628 4.0485 -4.4442  -0.20
S -7.8964 5.3037 -5.0747  0.58
O -6.8043 5.6891 -5.8757  -0.21
O -8.1478 6.4328 -3.9722  -0.18
C -9.2720 7.2426 -4.3426  -0.16
C -10.1540 6.3235 -5.1491  -0.16
O -9.2364 5.5305 -5.9165  -0.18
H -8.9104 8.0768 -4.9440  0.14
H -9.7691 7.6235 -3.4597  0.14
H -10.8287 6.8617 -5.8023  0.14
H -10.7269 5.6552 -4.5054  0.14
O 5.7514 -3.1749 5.4452  -0.20
S 6.5105 -2.1013 5.9495  0.59
O 5.9108 -0.9684 6.5220  -0.20
O 7.5256 -1.6320 4.7976  -0.20
C 8.8799 -1.7150 5.2706  -0.15
C 8.8592 -2.8276 6.2885  -0.16
O 7.6036 -2.6700 6.9679  -0.18
H 9.1422 -0.7611 5.7279  0.13
H 9.5550 -1.9192 4.4488  0.14
H 9.6806 -2.7636 6.9903  0.14
H 8.8668 -3.8067 5.8080  0.14
O 3.0806 8.1076 -1.1132  -0.18
S 3.4386 6.7602 -1.2577  0.60
O 3.4331 6.1157 -2.5159  -0.22
O 2.5700 5.8927 -0.2298  -0.18
C 3.4352 5.1550 0.6457  -0.16
C 4.6843 5.9952 0.7448  -0.16
O 4.8668 6.5221 -0.5777  -0.18
H 3.6425 4.1869 0.1883  0.13
H 2.9596 5.0053 1.6070  0.14
H 5.5495 5.4188 1.0462  0.14
H 4.5483 6.8323 1.4303  0.14

Computed properties:
SMILES string = CCCO[C@@H](CCCOC)[C@H](CCCCS(=O)(=O)Cl)OC.O=S1(=O)OCCO1.O=S1(=O)OCCO1.O=S1(=O)OCCO1.O=S1(=O)OCCO1.O=S1(=O)OCCO1.O=S1(=O)OCCO1.O=S1(=O)OCCO1
total charge = 0
energy above the lowest of the compared OMol25 structures with the same formula, charge and spin = 235.74 kJ/mol
LUMO = -0.1 eV



A 2-piece molecular cluster, C11H14N2O overall. Source: the OMol25 dataset; level of theory: the ωB97M-V functional and the def2-TZVPD basis.

Each line ends with the Löwdin charge.
Geometry (Å):
C 0.7930 0.6731 2.1601  -0.04
C 1.2387 0.9444 0.7503  -0.22
C 2.5203 0.9307 0.2782  -0.06
N 2.5231 1.1186 -1.0898  0.07
C 1.2548 1.4105 -1.5026  -0.22
C 0.7443 1.7364 -2.7666  -0.03
C -0.6186 1.7370 -2.9221  -0.10
C -1.4808 1.5295 -1.8263  -0.10
C -0.9745 1.2470 -0.5829  -0.03
C 0.4202 1.3083 -0.3731  -0.14
H 1.0629 1.4758 2.8460  0.08
H 1.1685 -0.2926 2.4537  0.06
H -0.2877 0.7397 2.1433  0.06
H 3.4127 0.6470 0.8178  0.12
H 3.3774 1.1940 -1.6124  0.15
H 1.4608 1.8812 -3.5485  0.10
H -1.0150 1.9150 -3.9092  0.10
H -2.5552 1.4924 -1.9654  0.10
H -1.5859 0.9158 0.2525  0.11
C -1.5726 -2.6496 0.0826  -0.01
C -1.6272 -2.2457 1.5061  -0.60
N -0.5295 -2.3619 2.3124  0.14
O -2.6160 -1.6805 1.9487  0.03
H -1.8865 -3.6884 -0.0041  0.08
H -0.5531 -2.6702 -0.3075  0.08
H -2.1800 -2.0400 -0.5759  0.08
H -0.7006 -2.2391 3.2976  0.11
H 0.2065 -3.0284 2.1370  0.10

Computed properties:
SMILES string = Cc1c[nH]c2ccccc12.CC(N)=O
total charge = 0
energy above the lowest of the compared OMol25 structures with the same formula, charge and spin = 57.02 kJ/mol
LUMO = 0.8 eV



A 2-piece molecular cluster, C5H8O overall. Source: the OMol25 dataset; level of theory: the ωB97M-V functional and the def2-TZVPD basis.

Each line ends with the Löwdin charge.
Geometry (Å):
C -0.6053 -1.4109 0.1710  -0.11
C -1.1540 -0.0380 -0.2544  -0.22
C -1.1482 0.9495 0.8828  -0.28
O -0.7178 2.0786 0.8147  0.02
H 0.0954 -1.3255 1.0077  0.07
H -0.0581 -1.8710 -0.6549  0.07
H -1.4038 -2.0964 0.4677  0.07
H -0.5864 0.3912 -1.0854  0.10
H -2.1973 -0.1353 -0.5828  0.12
H -1.5728 0.5741 1.8401  0.13
C 2.0003 1.0991 -0.5172  0.00
C 2.7492 0.1997 -0.7990  0.00
H 1.3006 1.8686 -0.2541  0.01
H 3.4319 -0.5818 -1.0517  0.02

Computed properties:
SMILES string = CCC=O.C#C
total charge = 0
energy above the lowest of the compared OMol25 structures with the same formula, charge and spin = 263.34 kJ/mol
LUMO = 1.0 eV